*i*
10
Properties=species:S:1:pos:R:3 method="wB97M-V/def2-TZVPD" smiles="O=CC(=O)CO" homo_energy_ev=-10.5
O 1.039 -1.321 1.090
C 1.272 -0.693 0.077
C 0.428 0.469 -0.419
O 1.057 1.343 -1.049
C -0.898 0.671 0.031
O -1.343 -0.725 0.182
H 2.141 -0.806 -0.549
H -1.201 1.370 0.902
H -1.763 0.968 -0.823
H -0.731 -1.276 0.559

***

*ii*
10
Properties=species:S:1:pos:R:3 method="wB97M-V/def2-TZVPD" homo_energy_ev=-8.9
O -1.018 2.118 -0.253
C -0.537 1.017 -0.010
C -1.001 -0.364 -0.362
O -0.088 -1.255 -0.354
C 1.178 -0.503 0.017
O 0.936 0.784 -0.272
H -2.028 -0.716 -0.425
H -0.682 0.587 1.132
H 1.987 -0.939 -0.568
H 1.252 -0.730 1.095

***

*iii*
10
Properties=species:S:1:pos:R:3 method="wB97M-V/def2-TZVPD" smiles="C=COC(=O)O" homo_energy_ev=-9.7
C 0.491 1.320 -0.609
C -0.589 0.622 -0.934
O -1.085 -0.468 -0.254
C -0.363 -0.886 0.818
O -0.361 -0.369 1.901
O 0.324 -1.981 0.475
H 0.813 2.128 -1.251
H 1.065 1.123 0.290
H -1.203 0.811 -1.806
H 0.781 -2.285 1.271

***

Most stable structure: *iii*

***

*i*
10
Properties=species:S:1:pos:R:3 method="wB97M-V/def2-TZVPD" homo_energy_ev="-10.2 / -10.1"
O 1.028 0.941 1.011
C -0.179 -0.113 -0.879
C -1.089 0.797 -0.158
O -1.609 1.729 -0.734
C 0.468 -1.170 -0.228
O 1.149 -1.085 0.802
H 1.613 0.609 1.709
H -0.340 -0.166 -1.953
H -1.300 0.567 0.897
H 0.282 -2.187 -0.612

***

*ii*
10
Properties=species:S:1:pos:R:3 method="wB97M-V/def2-TZVPD" smiles="O=CCOC=O" homo_energy_ev=-10.3
O 0.511 1.484 -0.045
C 1.179 0.480 -0.109
C 0.485 -0.877 -0.115
O -0.783 -0.511 -0.705
C -1.415 0.399 0.129
O -1.441 0.369 1.329
H 2.249 0.594 -0.293
H 1.110 -1.640 -0.622
H 0.220 -1.271 0.865
H -1.991 1.071 -0.511

***

*iii*
10
Properties=species:S:1:pos:R:3 method="wB97M-V/def2-TZVPD" smiles="O=CCOC=O" homo_energy_ev=-10.3
O 1.678 1.784 1.105
C 1.121 0.705 1.193
C 0.179 0.493 -0.004
O -0.760 -0.576 0.314
C -1.231 -1.159 -0.862
O -1.041 -0.794 -1.989
H 1.351 -0.167 2.121
H -0.198 1.473 -0.488
H 0.941 0.190 -0.738
H -2.040 -1.949 -0.652

***

Most stable structure: *ii*